[1]
ORCA calculation (the ωB97M-V functional and the def2-TZVPD basis) on 12 unconnected molecules or ions with the total composition C38H42F10O36 at a distorted geometry.

Results
HOMO (spin up / spin down): -0.4364 / -0.4364 Ha
Multiplicity: 2
<S²>: 0.755
Total charge: +1
Electronic energy: -5180.1177 hartree

Each line ends with the Mulliken charge.
Geometry (Å):
C  -0.906  -3.265  -4.842  -0.49
H  6.344  2.134  -2.018  0.25
F  0.328  3.529  -3.121  -0.25
C  3.843  5.159  1.063  0.52
H  -4.560  -1.398  3.648  0.38
C  0.006  -0.617  -0.703  2.43
O  3.985  -0.020  0.509  -0.44
C  3.910  -5.321  1.061  -0.56
C  -1.120  0.366  -0.435  1.34
H  3.989  0.595  -3.072  0.05
O  1.548  2.407  0.100  -0.65
H  4.447  -4.380  0.942  0.29
H  2.824  0.121  4.552  -0.66
C  -3.691  -1.080  3.073  -0.38
H  -5.302  -3.260  -1.483  0.43
O  -1.291  3.927  4.352  -0.59
O  2.903  -3.039  5.088  -0.33
O  1.775  -5.081  0.449  -0.23
H  3.409  4.186  0.836  -0.46
C  -4.023  -4.361  0.952  0.60
O  -3.127  1.033  3.278  -0.29
O  0.382  -3.565  -4.689  -0.32
C  -4.368  -1.401  -1.911  0.77
C  2.016  2.984  4.421  -0.28
O  -5.051  -3.664  1.194  -0.60
O  0.249  2.954  3.017  -0.15
O  1.160  0.167  -0.381  -0.18
C  -1.380  -3.002  -3.417  0.59
H  4.684  -6.089  1.059  0.36
F  -6.780  3.665  -1.853  -0.31
H  -5.295  5.534  -2.468  0.27
O  0.977  -0.356  -3.893  -0.56
H  5.934  0.461  -3.324  0.35
C  4.168  -2.643  5.399  0.59
H  -1.619  -4.612  1.632  0.26
H  3.172  -0.965  3.248  0.07
H  1.341  -1.605  5.521  0.09
C  3.868  6.039  3.059  0.65
C  3.011  -5.652  -0.119  0.33
H  2.754  3.784  4.364  0.12
O  1.570  1.860  -3.942  -0.15
C  -0.167  3.494  4.172  0.52
O  4.307  5.070  2.364  -0.33
H  -1.435  -4.728  -0.772  -0.37
C  0.728  -3.732  -3.334  0.22
C  -3.767  0.888  2.062  0.52
H  -1.558  0.262  0.557  -0.85
O  -4.487  -1.656  -3.373  -0.23
C  -4.692  4.864  -1.855  -0.39
H  1.585  7.778  0.246  0.37
H  0.812  -2.674  -0.124  0.40
H  1.791  5.654  1.239  0.13
C  2.743  6.178  1.158  0.81
H  -4.523  -0.345  -1.692  0.06
O  5.025  -3.279  5.940  -0.51
C  -3.820  2.926  -2.523  0.66
F  1.227  -2.215  3.698  -0.13
H  2.263  2.470  2.331  0.20
O  -0.338  -3.500  -2.525  0.17
H  3.303  7.844  0.072  0.40
H  -6.068  -1.953  -0.561  0.36
H  2.489  2.186  4.992  0.20
C  1.749  -5.229  1.784  0.58
F  -2.459  -3.757  -3.372  -0.34
O  2.976  -5.517  2.188  -0.38
H  -2.682  -0.403  4.879  0.41
O  -0.099  1.294  -5.064  -0.38
H  -1.705  -6.457  1.564  0.37
O  4.969  -0.273  -1.544  -0.35
O  0.811  3.511  5.078  -0.35
H  -1.874  0.368  -1.223  -0.10
O  -3.043  2.135  -3.045  -0.50
F  4.712  2.862  -2.640  -0.26
H  -0.055  -1.776  1.180  0.11
C  -5.561  3.655  -1.416  0.42
F  1.260  1.084  3.426  -0.22
C  -5.737  -1.845  -3.662  0.67
H  3.425  -5.233  -1.036  0.43
H  -3.197  -2.046  2.977  0.05
O  -6.298  -1.747  -4.790  -0.10
C  5.023  0.536  -2.732  -0.11
O  0.863  -4.866  2.531  -0.46
H  0.487  2.872  -6.185  0.35
H  -1.002  3.163  -5.108  0.23
C  -5.579  -2.205  -1.502  -0.55
H  -1.380  -4.112  -5.338  0.35
H  -1.615  -2.010  -3.033  0.00
C  4.452  0.424  -0.514  0.46
H  0.044  -0.786  -1.779  -1.48
F  -3.226  -1.871  -1.376  -0.04
C  1.524  2.402  3.129  0.50
C  -2.227  -5.240  -0.225  1.28
C  0.991  3.081  -4.219  0.25
C  2.998  -0.930  4.324  0.98
H  1.736  3.821  -4.512  0.28
O  -3.726  4.237  -2.675  -0.35
H  4.594  5.256  0.279  0.28
F  3.072  -6.961  -0.253  -0.30
C  0.008  -1.976  0.110  -0.42
H  2.238  6.571  -0.844  0.34
F  -1.399  -0.501  3.379  -0.12
O  4.615  1.733  -0.752  -0.10
O  1.887  -4.113  -2.941  -0.57
O  4.238  -1.344  4.977  -0.47
H  -1.099  -2.459  -5.550  0.32
O  -6.457  -1.998  -2.533  -0.29
O  -3.478  -4.500  -0.307  -0.20
H  -5.656  3.578  -0.333  0.16
C  0.826  0.806  -4.265  0.60
C  -2.128  -5.500  1.259  -0.57
O  -4.922  2.531  -1.877  -0.23
O  -4.046  -0.397  1.894  -0.18
O  3.038  6.785  2.343  -0.40
C  -0.031  2.686  -5.244  -0.39
O  -0.435  1.623  -0.432  -0.36
C  -2.663  -0.205  3.807  0.17
F  -2.440  -6.513  -0.758  -0.37
O  -3.365  -5.099  1.866  -0.33
C  5.280  1.899  -2.029  0.10
C  0.881  1.501  -0.269  0.27
H  -4.224  5.478  -1.085  0.31
O  -4.193  1.795  1.360  -0.59
C  2.458  7.156  0.049  -1.57
O  4.246  6.312  4.227  -0.65
C  2.057  -1.936  4.769  0.32
H  -0.960  -2.413  -0.135  -0.64

Cartesian forces (eV/Å) of the 6 atoms listed first:
-1.7 1.1 -0.6
0.2 -0.1 1.1
0.2 0.3 0.7
-1.0 -2.0 -2.4
-0.3 0.9 0.1
0.6 -1.0 0.4

---

[2]
ORCA calculation (the ωB97M-V functional and the def2-TZVPD basis) on 2 unconnected molecules or ions with the total composition C20H35N2O at a distorted geometry.

Results
HOMO: -0.4333 Ha
Total charge: +1
Relative energy (zero: lowest compared OMol25 entry of this formula, charge and spin): 16.634 eV
Electronic energy: -967.0182 hartree

Each line ends with the Mulliken charge.
Geometry (Å):
H  4.843  2.738  1.604  0.21
C  -0.442  1.287  0.876  -0.41
H  4.595  2.375  -1.379  0.32
C  -5.263  -1.802  -3.622  -1.20
H  -2.222  -1.840  2.450  0.62
H  4.831  3.979  -0.373  0.40
H  -0.578  -0.071  -4.466  0.17
H  0.617  -1.205  4.884  0.24
C  -0.067  -1.520  2.772  -0.75
C  4.182  -0.035  2.044  -1.02
H  -4.761  0.441  -4.171  0.26
H  -1.450  -1.442  -2.366  0.34
H  0.597  0.439  3.796  0.83
C  4.911  2.920  -0.456  -1.53
C  -1.107  -1.165  -4.447  -0.86
C  -0.052  1.518  -0.563  -1.26
H  0.237  -0.905  1.927  -0.03
C  2.809  -0.041  2.153  0.41
H  3.247  2.514  0.768  0.15
C  -2.110  0.343  -1.178  0.77
C  -2.560  0.277  0.244  -0.40
H  0.141  -2.422  2.892  0.89
C  -1.993  -1.789  -3.168  -0.86
H  -1.638  -1.300  -5.272  0.39
H  2.367  0.969  2.568  -0.02
C  2.325  -0.723  3.481  -1.21
H  -5.572  -1.464  -2.798  0.42
C  -4.118  -0.886  -4.134  -0.43
H  -2.408  -2.602  -3.365  0.65
H  -1.918  -1.307  3.864  0.51
O  -4.326  0.988  -1.905  -0.61
H  -6.146  -1.934  -4.239  0.35
H  2.785  -0.432  4.267  0.71
H  -0.125  -1.682  -4.387  0.39
C  4.290  2.169  0.718  -0.13
C  -1.944  0.209  2.664  -0.65
C  -1.548  -1.214  2.933  -1.15
H  4.558  -1.011  2.194  0.46
H  0.030  1.358  1.734  0.97
H  -3.455  -0.150  0.504  0.63
H  5.687  0.440  0.695  0.23
H  -3.150  0.598  2.582  0.48
H  -1.498  1.093  3.383  0.33
H  4.682  0.378  2.974  0.35
H  3.974  0.093  -0.107  0.27
C  4.479  0.610  0.795  -0.32
H  5.906  2.859  -0.412  0.48
N  -1.547  0.561  0.990  -0.03
N  -3.125  -0.453  -3.058  0.16
C  -0.902  1.203  -1.423  -0.22
H  0.821  2.004  -0.545  0.72
C  -3.271  0.405  -2.005  -0.10
H  2.155  -0.212  1.226  0.02
H  2.414  -1.864  3.173  0.29
C  0.845  -0.485  3.782  -1.08
H  -4.689  -2.753  -3.522  0.26
H  -3.743  -1.245  -5.106  0.27
H  -0.604  1.183  -2.470  0.29

Cartesian forces (eV/Å) of the 6 atoms listed first:
-1.4 -1.7 -1.0
-2.7 -2.1 -8.1
0.1 1.3 0.1
4.5 -2.8 -6.0
-0.9 -1.4 -1.7
-1.3 0.8 -0.4

---

[3]
ORCA calculation (the ωB97M-V functional and the def2-TZVPD basis) on a molecular structure, C25H36FeNO2 at a distorted geometry.

Results
HOMO (spin up / spin down): -0.1999 / -0.3098 Ha
Multiplicity: 6
<S²>: 8.790
Relative energy (zero: lowest compared OMol25 entry of this formula, charge and spin): 1.588 eV
Electronic energy: -2442.8409 hartree

Each line ends with the Mulliken charge.
Geometry (Å):
C  1.624  -1.267  -2.348  -0.56
H  1.245  0.325  -3.906  0.48
H  4.089  -4.438  -3.558  0.37
H  -5.028  0.505  2.376  0.46
C  3.952  -2.935  3.919  -0.52
H  -3.716  -1.672  3.513  0.45
H  5.335  -2.855  -2.702  0.35
C  3.929  -2.233  2.541  -0.55
C  2.854  -4.016  3.791  -0.54
C  -3.409  -1.030  2.697  -0.93
C  -0.497  -1.118  -1.359  -0.23
C  0.200  1.432  0.287  -0.29
H  3.847  -1.154  2.648  0.38
H  -1.252  0.510  -2.737  0.53
H  5.229  -5.152  1.155  0.20
H  6.274  -2.951  -1.172  0.33
H  1.235  0.028  1.746  0.94
C  1.268  0.599  0.813  -0.56
H  -0.776  1.560  0.763  0.70
C  -4.069  0.066  2.112  -0.77
C  5.804  -5.801  -0.876  -0.73
H  0.166  2.903  -1.414  0.49
C  0.776  -1.810  -1.301  -0.53
H  2.587  -1.683  -2.645  0.45
Fe  0.999  0.148  -1.092  -0.30
C  5.933  -3.501  -2.054  -1.65
H  2.775  2.220  -1.782  0.49
C  -3.232  0.522  1.048  0.68
H  -1.324  -2.669  3.181  0.40
O  2.211  -3.962  2.493  -0.43
H  2.068  -3.939  4.572  0.30
C  2.727  -2.821  1.780  2.32
C  2.092  1.784  -1.048  -0.85
H  -4.526  1.687  -0.175  0.44
H  1.001  -2.689  -0.712  0.83
H  -3.284  2.618  0.654  0.27
H  4.916  -3.410  4.167  0.26
C  -1.118  -2.146  2.242  -0.42
H  4.052  -6.291  0.364  0.24
H  6.802  -3.846  -2.619  0.39
H  3.296  -5.017  3.860  0.27
N  -2.113  -0.250  0.988  0.00
C  0.895  -0.207  -3.018  -0.68
H  3.669  -2.239  4.711  0.26
H  3.377  -5.739  -2.565  0.38
H  -1.362  -1.380  -0.766  0.75
C  -3.476  1.657  0.146  -1.15
C  -2.181  -1.175  1.983  0.36
H  4.837  -2.433  1.972  0.21
H  4.941  -5.984  -3.386  0.40
C  4.772  -5.470  0.200  -0.47
H  1.904  -2.081  1.674  -1.40
H  3.459  0.497  0.246  0.52
H  5.691  -6.811  -1.295  0.32
C  5.064  -4.683  -1.666  1.52
O  4.154  -4.338  -0.562  -0.42
C  0.697  2.139  -0.865  -0.62
H  6.842  -5.586  -0.590  0.32
H  3.014  -3.154  0.779  -0.40
C  -0.433  -0.123  -2.417  -0.64
H  -2.846  1.585  -0.741  0.12
H  -1.048  -2.878  1.428  0.23
C  2.458  0.855  0.018  -0.85
C  4.312  -5.252  -2.865  -1.71
H  -0.143  -1.653  2.326  -0.18

Cartesian forces (eV/Å) of the 6 atoms listed first:
-0.8 -1.7 -1.1
-0.1 -0.1 0.6
-0.3 -0.2 -0.1
0.2 -0.2 0.1
-0.7 -0.3 -0.3
-0.1 0.2 0.0

---

[4]
ORCA calculation (the ωB97M-V functional and the def2-TZVPD basis) on 2 unconnected molecules or ions with the total composition C3H9NO2 at a distorted geometry.

Results
HOMO: -0.3552 Ha
SMILES: CC(N)=O.CO
Relative energy (zero: lowest compared OMol25 entry of this formula, charge and spin): 3.055 eV
Electronic energy: -324.8604 hartree

Each line ends with the Mulliken charge.
Geometry (Å):
H  0.485  0.297  1.644  0.33
H  0.751  2.461  -1.520  0.20
C  -0.234  1.664  0.129  0.74
C  0.855  0.817  0.670  -0.96
H  1.021  -3.369  1.158  0.24
H  1.856  1.341  0.570  0.31
O  -0.412  -3.234  -0.218  -0.50
N  -0.099  2.158  -1.206  -0.49
H  1.615  -2.856  -0.680  0.23
H  -1.121  2.660  -1.372  0.30
H  0.768  -1.748  0.552  -0.35
O  -1.325  2.072  0.555  -0.62
H  -0.784  -2.617  -0.884  0.29
C  0.849  -2.787  0.199  -0.01
H  1.172  -0.144  0.285  0.27

Cartesian forces (eV/Å) of the 6 atoms listed first:
1.1 2.1 -0.7
2.2 1.1 -1.3
-2.6 2.5 -3.6
0.6 -1.2 2.4
0.6 0.4 -1.5
-1.2 -0.1 1.2

---

> The lowest electronic energy belongs to which entry?

C38H42F10O36